(1)
A cluster of 4 separate species, C24H28ClF24N8O4 in total in a non-equilibrium geometry. Source: the Open Molecules 2025 dataset; level of theory: ωB97M-V with the def2-TZVPD basis set.

Structure (XYZ):
```
89
Properties=species:S:1:pos:R:3:lowdin_charge:R:1
C 2.586 -5.421 0.621 -0.035
C 3.377 -4.006 0.874 -0.118
N 2.650 -2.675 0.808 0.130
C 3.592 -1.531 1.112 -0.094
N 3.292 -0.193 1.180 -0.132
C 1.885 0.401 0.995 -0.088
C 0.768 -0.296 1.972 -0.191
C -0.625 0.559 2.150 -0.164
C -1.784 -0.513 2.611 -0.225
N -3.012 -0.541 1.728 -0.008
C -3.244 -1.888 1.080 -0.381
N -3.318 -3.103 1.715 0.072
N -3.479 -1.904 -0.445 0.028
O 4.306 0.692 1.430 -0.003
C 4.633 1.309 0.101 -0.075
N 5.235 1.786 -0.969 0.166
N 4.881 -2.303 1.302 0.058
N 4.826 -3.706 1.193 -0.491
Cl 6.117 -4.865 1.347 0.754
H 1.426 -5.213 0.458 0.117
H 2.643 -6.172 1.540 0.113
H 2.957 -6.005 -0.330 0.107
H 1.883 1.583 1.158 0.164
H 1.607 0.199 -0.135 0.155
H 1.204 -0.614 3.035 0.142
H 0.456 -1.322 1.449 0.108
H -0.440 1.293 3.073 0.108
H -0.910 1.227 1.231 0.127
H -1.317 -1.593 2.719 0.114
H -2.145 -0.187 3.692 0.126
H -2.775 0.104 0.917 0.106
H -3.174 -2.927 2.734 0.028
H -4.500 -2.194 -0.515 0.092
H -2.965 -2.710 -0.886 0.056
H 5.754 -1.761 1.510 0.174
C 2.957 4.518 -4.106 -0.053
C 2.193 4.692 -2.785 -0.430
C 1.733 3.392 -2.136 -0.299
F 0.868 2.707 -2.919 0.082
F 1.075 3.644 -0.973 0.078
F 1.151 5.544 -2.979 0.131
F 3.035 5.330 -1.911 0.102
O 2.193 4.704 -5.299 0.036
C 1.488 3.552 -5.759 -0.477
C -0.032 3.752 -5.769 -0.263
F -0.508 4.017 -4.525 0.087
F -0.672 2.631 -6.196 0.093
F 1.873 2.472 -5.038 0.118
F 1.931 3.331 -7.027 0.141
H 3.707 5.319 -4.138 0.154
H 3.547 3.594 -4.133 0.146
H 2.581 2.743 -1.902 0.146
H -0.315 4.583 -6.424 0.179
C 1.073 4.205 7.546 -0.052
C 1.293 2.784 8.085 -0.431
C 1.916 1.811 7.091 -0.292
F 1.135 1.623 6.002 0.070
F 2.078 0.585 7.657 0.091
F 0.119 2.305 8.578 0.129
F 2.132 2.885 9.164 0.107
O -0.250 4.503 7.093 0.037
C -0.531 4.137 5.744 -0.477
C -1.647 3.090 5.634 -0.258
F -1.317 1.942 6.279 0.085
F -1.878 2.752 4.338 0.079
F 0.615 3.752 5.134 0.113
F -0.917 5.286 5.123 0.142
H 1.228 4.885 8.392 0.155
H 1.835 4.501 6.815 0.146
H 2.899 2.156 6.760 0.173
H -2.581 3.464 6.066 0.181
C -5.009 -3.756 -5.809 -0.052
C -4.239 -5.008 -6.254 -0.431
C -4.056 -6.065 -5.171 -0.291
F -3.338 -5.603 -4.121 0.080
F -3.372 -7.136 -5.657 0.092
F -3.045 -4.634 -6.787 0.125
F -4.944 -5.572 -7.285 0.106
O -4.210 -2.625 -5.453 0.034
C -3.746 -2.604 -4.104 -0.481
C -2.217 -2.645 -4.003 -0.258
F -1.711 -3.774 -4.561 0.090
F -1.810 -2.640 -2.705 0.068
F -4.348 -3.597 -3.406 0.116
F -4.211 -1.440 -3.573 0.133
H -5.582 -3.417 -6.682 0.154
H -5.772 -3.976 -5.052 0.148
H -5.020 -6.427 -4.803 0.176
H -1.766 -1.785 -4.510 0.179
```

The value obtained for the largest force on an atom is 12.20 eV/Å. As for the HOMO energy: -11.34 eV. The calculation puts the energy above the lowest of the compared OMol25 structures with the same formula, charge and spin at 201.0 kcal/mol. As for the charge: +1. The LUMO energy is -4.61 eV.

(2)
An isolated molecule of C2H3NS3 in a non-equilibrium geometry. Source: the Open Molecules 2025 dataset; level of theory: ωB97M-V with the def2-TZVPD basis set.

Structure (XYZ):
```
9
Properties=species:S:1:pos:R:3:lowdin_charge:R:1
C -0.817 -0.030 0.071 -0.367
C -0.278 -1.254 -0.042 -0.534
N -0.283 1.186 -0.112 -0.380
S 1.418 -1.540 0.323 0.446
S 1.411 1.555 0.386 0.473
S 2.170 -0.023 -0.753 0.131
H -1.966 0.133 -0.017 0.152
H -0.991 -2.035 -0.128 0.045
H -0.664 2.008 0.272 0.033
```

The value obtained for the largest force on an atom is 4.20 eV/Å. As for the HOMO energy: -8.14 eV. As for the SMILES: c1csss[nH]1. The calculation puts the energy above the lowest of the compared OMol25 structures with the same formula, charge and spin at 26.2 kcal/mol. As for the charge: 0. The LUMO energy is 0.17 eV.

(3)
A structure of composition C4H11NPYb in a non-equilibrium geometry. Source: the Open Molecules 2025 dataset; level of theory: ωB97M-V with the def2-TZVPD basis set.

Structure (XYZ):
```
18
Properties=species:S:1:pos:R:3:lowdin_charge:R:1
C -1.017 0.753 -2.609 -0.095
C -1.488 -0.143 -1.638 -0.350
P -0.263 -0.672 -0.272 0.365
C 1.072 -1.021 1.114 -0.327
C 1.016 0.282 1.993 -0.452
N 1.465 1.420 1.473 -0.032
H -1.718 1.054 -3.439 0.055
H 0.017 1.197 -2.589 0.042
H -2.548 -0.533 -1.606 0.066
H -1.265 -1.420 0.451 -0.025
H -0.691 0.542 0.495 -0.115
H 0.768 0.075 -0.960 -0.006
H 0.104 -1.898 -0.945 0.006
H 2.104 -1.059 0.632 0.104
H 0.844 -1.962 1.705 0.087
H 0.551 0.247 3.050 0.063
H 1.816 1.270 0.514 0.063
Yb -0.766 1.871 2.632 1.552
```

The value obtained for the largest force on an atom is 4.55 eV/Å. As for the HOMO energy: -11.25 eV. As for the charge: +1. The LUMO energy is -6.13 eV.

(4)
A cluster of 2 separate species, C2H8N2 in total in a non-equilibrium geometry. Source: the Open Molecules 2025 dataset; level of theory: ωB97M-V with the def2-TZVPD basis set.

Structure (XYZ):
```
12
Properties=species:S:1:pos:R:3:mulliken_spin:R:1
C -3.146 0.798 -3.696 0.000
N -2.024 1.541 -3.134 0.000
H -3.781 0.424 -2.874 0.000
H -2.831 -0.135 -4.167 0.000
H -3.768 1.359 -4.391 0.000
H -2.076 2.507 -3.417 0.000
H -1.137 1.093 -3.308 0.000
C 4.048 -1.739 5.223 0.000
N 3.682 -0.894 4.343 0.854
H 4.764 -2.506 4.931 0.052
H 3.601 -1.754 6.217 0.068
H 2.668 -0.694 4.273 0.026
```

The value obtained for the largest force on an atom is 2.88 eV/Å. As for the HOMO energy (spin up / spin down): -10.38 / -10.38 eV. As for the spin multiplicity: 2. The calculation puts the energy above the lowest of the compared OMol25 structures with the same formula, charge and spin at 86.9 kcal/mol. As for the charge: +1. The LUMO energy (spin up / spin down) is -7.27 / -9.91 eV.

- Among the records above, which one has the highest largest force on an atom?
  C24H28ClF24N8O4

Repeat the third record exactly.
A structure of composition C4H11NPYb in a non-equilibrium geometry. Source: the Open Molecules 2025 dataset; level of theory: ωB97M-V with the def2-TZVPD basis set.

Structure (XYZ):
```
18
Properties=species:S:1:pos:R:3:lowdin_charge:R:1
C -1.017 0.753 -2.609 -0.095
C -1.488 -0.143 -1.638 -0.350
P -0.263 -0.672 -0.272 0.365
C 1.072 -1.021 1.114 -0.327
C 1.016 0.282 1.993 -0.452
N 1.465 1.420 1.473 -0.032
H -1.718 1.054 -3.439 0.055
H 0.017 1.197 -2.589 0.042
H -2.548 -0.533 -1.606 0.066
H -1.265 -1.420 0.451 -0.025
H -0.691 0.542 0.495 -0.115
H 0.768 0.075 -0.960 -0.006
H 0.104 -1.898 -0.945 0.006
H 2.104 -1.059 0.632 0.104
H 0.844 -1.962 1.705 0.087
H 0.551 0.247 3.050 0.063
H 1.816 1.270 0.514 0.063
Yb -0.766 1.871 2.632 1.552
```

The value obtained for the largest force on an atom is 4.55 eV/Å. As for the HOMO energy: -11.25 eV. As for the charge: +1. The LUMO energy is -6.13 eV.